Run i
Computed, not measured: a 4-piece molecular cluster, C2H11NO4 overall, with wB97M-V/def2-TZVPD.

The geometry in ORCA input format:
```
! RIJCOSX wB97M-V def2-TZVPD def2/J DEFGRID3
* xyz 0 1
C -0.887 -1.812 -1.510
N -0.598 -0.318 -1.830
C 0.546 0.131 -2.466
O 0.869 1.354 -2.317
H -1.286 -1.882 -0.467
H 0.111 -2.246 -1.504
H -1.328 -2.151 -2.392
H -1.215 0.404 -1.496
H 1.155 -0.612 -3.001
O 0.647 -0.792 1.689
H 0.593 0.140 1.315
H 0.898 -0.717 2.634
O 0.611 2.269 0.612
H 0.314 2.217 -0.285
H 0.254 3.199 0.809
O -0.990 -0.780 4.186
H -1.731 -1.331 4.323
H -0.632 -1.113 3.369
*
```

Computed properties:
- E_HOMO: -0.3609 Ha
- Kohn-Sham gap: 10.50 eV

Run ii
Computed, not measured: a 4-piece molecular cluster, C2H11NO4 overall, with wB97M-V/def2-TZVPD.

The geometry in ORCA input format:
```
! RIJCOSX wB97M-V def2-TZVPD def2/J DEFGRID3
* xyz 0 1
C 0.136 0.061 -3.117
N -0.027 0.839 -1.832
C 1.035 1.144 -1.047
O 1.107 1.500 0.128
H -0.524 0.374 -3.890
H 1.181 0.134 -3.455
H 0.153 -0.998 -2.771
H -0.990 0.844 -1.562
H 1.898 0.987 -1.694
O -0.005 -0.145 2.126
H 0.957 -0.160 2.175
H -0.005 0.245 1.240
O -2.185 1.080 -0.137
H -2.964 0.785 0.315
H -2.383 1.924 0.360
O 0.356 -3.600 2.966
H 1.347 -3.495 2.961
H 0.313 -4.426 3.465
*
```

Computed properties:
- E_HOMO: -0.3592 Ha
- Kohn-Sham gap: 10.44 eV

Least stable = run ii